Formula: C55H56ClN4OP2PdSe
Source: the OMol25 dataset
Level of theory: ωB97M-V/def2-TZVPD

The geometry in XYZ format:
```
121
Properties=species:S:1:pos:R:3:forces:R:3
Pd 0.122 0.071 -0.415 0.0 -0.9 -0.4
O 2.434 -0.299 1.926 -0.1 -0.2 -0.2
C 3.724 0.008 1.614 0.0 0.1 0.0
C 4.740 0.242 2.535 0.1 0.0 0.0
C 6.031 0.443 2.074 0.0 0.0 0.0
C 6.318 0.408 0.715 0.0 0.0 0.0
C 5.281 0.252 -0.187 0.0 0.0 -0.1
C 3.964 0.100 0.246 0.0 0.0 -0.2
P 2.586 0.074 -0.970 0.2 0.3 0.2
C 3.217 -1.317 -2.002 -0.1 -0.1 0.1
C 3.313 -2.558 -1.361 0.0 0.0 0.0
C 3.876 -3.644 -2.004 0.0 0.0 0.0
C 4.333 -3.517 -3.314 0.0 0.0 0.0
C 4.224 -2.300 -3.963 0.0 0.0 0.0
C 3.671 -1.199 -3.309 0.0 0.0 0.0
C 2.961 1.546 -1.999 0.0 0.0 0.0
C 3.852 2.551 -1.628 0.0 0.0 0.0
C 4.043 3.663 -2.442 0.0 0.0 0.0
C 3.342 3.787 -3.631 0.0 0.0 0.0
C 2.433 2.803 -4.002 0.0 0.0 0.0
C 2.240 1.700 -3.187 0.0 0.0 0.0
C 1.940 -0.470 3.188 0.0 0.1 0.1
C 2.620 -1.141 4.196 0.0 -0.1 0.1
C 2.061 -1.188 5.463 0.0 0.0 0.0
C 0.839 -0.578 5.717 0.0 0.0 0.0
C 0.140 0.007 4.675 0.0 0.0 0.1
C 0.661 0.034 3.381 0.0 0.1 0.0
P -0.339 0.669 1.968 -0.3 -0.1 0.3
C -0.288 2.469 2.349 0.0 0.1 -0.1
C -1.221 3.370 1.830 0.1 0.0 0.0
C -1.096 4.734 2.048 0.0 0.0 0.0
C -0.012 5.233 2.754 0.0 0.0 0.0
C 0.948 4.354 3.237 0.0 0.0 0.0
C 0.810 2.986 3.041 0.0 0.0 0.0
C -1.974 0.023 2.552 0.0 -0.1 -0.1
C -2.013 -1.250 3.135 -0.1 -0.1 -0.2
C -3.212 -1.834 3.514 0.1 0.0 0.0
C -4.408 -1.155 3.333 0.0 0.0 0.0
C -4.387 0.105 2.760 0.0 0.0 -0.1
C -3.186 0.679 2.360 0.0 0.1 0.1
H 4.537 0.271 3.595 0.0 0.0 0.0
H 6.824 0.614 2.792 0.0 0.0 0.0
H 7.335 0.521 0.364 0.0 0.0 0.0
H 5.485 0.277 -1.252 0.0 0.0 0.1
H 2.952 -2.663 -0.342 0.1 0.0 0.0
H 3.967 -4.592 -1.485 0.0 0.0 0.0
H 4.781 -4.365 -3.819 0.0 0.0 0.0
H 4.579 -2.193 -4.981 0.0 0.0 0.0
H 3.626 -0.251 -3.825 0.0 0.0 0.0
H 4.402 2.477 -0.700 0.0 0.0 0.0
H 4.741 4.434 -2.139 0.0 0.0 0.0
H 3.497 4.651 -4.267 0.0 0.0 0.0
H 1.870 2.902 -4.923 0.0 0.0 0.1
H 1.502 0.954 -3.467 0.0 0.0 0.0
H 3.566 -1.624 3.997 0.0 0.0 0.0
H 2.592 -1.696 6.258 0.0 0.0 0.0
H 0.422 -0.582 6.716 0.0 0.0 0.0
H -0.842 0.429 4.857 0.1 0.0 0.0
H -2.036 3.023 1.219 -0.1 -0.1 -0.1
H -1.843 5.410 1.649 0.0 0.0 0.0
H 0.088 6.298 2.922 0.0 0.0 0.0
H 1.805 4.732 3.782 0.0 0.0 0.0
H 1.567 2.320 3.439 -0.1 0.1 0.0
H -1.096 -1.799 3.306 0.0 0.0 0.0
H -3.207 -2.820 3.965 0.0 0.0 0.0
H -5.347 -1.604 3.634 0.1 0.0 0.0
H -5.312 0.642 2.593 0.0 0.0 0.0
H -3.223 1.654 1.905 0.0 0.1 0.0
C -8.210 0.687 -0.078 0.1 0.0 0.0
C -6.743 0.413 -0.295 -0.1 0.0 0.0
C -6.235 -0.878 -0.253 0.0 0.0 0.0
C -4.887 -1.153 -0.459 0.0 0.0 0.1
C -4.429 -2.586 -0.346 0.0 0.1 0.1
C -4.010 -0.086 -0.739 0.0 0.2 0.4
Se -2.219 -0.587 -1.191 0.3 0.1 -0.2
C -4.504 1.231 -0.764 -0.1 -0.1 0.0
C -3.639 2.429 -1.024 -0.1 0.0 0.0
C -5.858 1.453 -0.547 0.0 0.0 0.1
H -8.759 -0.231 0.130 0.0 0.0 0.0
H -8.650 1.153 -0.962 0.0 0.0 0.0
H -8.363 1.373 0.759 0.0 0.0 0.0
H -6.909 -1.703 -0.046 0.0 0.0 0.0
H -5.284 -3.241 -0.177 0.0 0.0 0.0
H -3.733 -2.698 0.490 0.0 0.0 0.0
H -3.909 -2.921 -1.242 0.0 0.0 0.0
H -2.602 2.217 -0.799 0.2 0.0 0.1
H -3.968 3.280 -0.421 0.0 0.0 0.0
H -3.704 2.732 -2.073 0.1 0.0 0.0
H -6.232 2.474 -0.570 0.0 0.0 0.0
Cl -1.762 4.095 -4.329 0.0 0.0 0.0
C -0.804 3.823 -2.917 0.0 0.1 -0.1
C -0.103 4.855 -2.323 0.0 0.1 0.0
C 0.666 4.561 -1.211 0.0 0.1 0.0
C 0.689 3.262 -0.738 -0.1 -0.1 0.0
N -0.009 2.274 -1.303 0.0 0.2 0.0
C -0.734 2.552 -2.384 0.0 -0.2 0.0
H -0.153 5.859 -2.728 0.0 0.0 0.0
H 1.242 5.329 -0.712 0.0 0.0 0.0
H 1.290 2.998 0.123 0.0 0.0 0.1
H -1.274 1.729 -2.838 -0.1 0.0 0.1
C -1.016 -4.860 -0.117 0.0 0.1 0.0
N -0.046 -3.776 -0.241 0.0 -0.1 0.1
C 0.193 -3.062 0.999 0.0 -0.1 -0.1
C 0.177 -3.171 -1.441 -0.3 -0.1 0.0
N 0.328 -1.889 -1.546 0.1 0.6 0.1
N 0.199 -4.008 -2.534 0.0 0.1 0.0
C 0.130 -3.435 -3.867 0.0 0.0 0.1
C 0.887 -5.295 -2.478 -0.1 0.0 0.0
H -1.861 -4.519 0.489 0.0 0.0 0.0
H -0.574 -5.730 0.371 0.0 0.0 0.0
H -1.397 -5.152 -1.090 0.0 0.0 0.0
H 0.431 -3.791 1.778 0.0 0.0 0.0
H -0.687 -2.492 1.303 0.0 0.0 0.0
H 1.029 -2.378 0.892 0.1 0.1 0.0
H 0.667 -1.644 -2.464 0.1 0.0 -0.1
H 1.115 -3.117 -4.230 0.0 0.0 0.0
H -0.556 -2.589 -3.884 0.0 0.0 0.0
H -0.261 -4.187 -4.552 0.1 0.0 0.0
H 1.202 -5.517 -1.463 0.0 0.0 0.0
H 1.776 -5.264 -3.113 0.0 0.0 0.0
H 0.240 -6.099 -2.833 0.0 0.0 0.0
```
Forces are in eV/Å.

E_HOMO (alpha / beta), eV: -9.55 / -9.55
Charge: +1
HOMO-LUMO gap (alpha / beta), eV: 6.6 / 5.8
Energy relative to the best compared isomer or geometry (same formula, charge and spin), kJ/mol: 116.11
Multiplicity: 1

---

Formula: C55H56F9GaNO9S2
Source: the OMol25 dataset
Level of theory: ωB97M-V/def2-TZVPD

The geometry in XYZ format:
```
133
Properties=species:S:1:pos:R:3:forces:R:3
C -5.739 1.926 -8.246 0.2 -0.3 -0.4
O -5.966 1.088 -7.128 -0.2 0.7 -0.1
C -6.677 1.743 -6.070 0.2 -0.7 0.8
C -6.123 1.217 -4.723 0.0 -0.6 -0.4
C -6.911 -0.022 -4.226 -0.2 0.6 0.2
C -8.146 0.347 -3.349 0.2 -0.8 -0.4
C -8.159 -0.374 -1.986 -0.5 0.1 -0.4
C -9.472 -0.051 -1.225 0.3 -0.3 0.5
C -9.229 0.269 0.266 -0.2 0.3 -0.2
C -8.202 1.444 0.443 -0.4 -1.0 0.7
C -6.804 0.956 0.929 0.0 -0.1 -1.2
C -5.629 1.458 0.027 0.0 -0.3 0.6
Ga -4.697 3.132 0.726 0.1 -0.5 0.2
C -2.656 2.926 0.718 -0.2 -0.2 -0.5
C -2.176 1.551 1.240 -0.3 0.7 -0.4
C -0.729 1.591 1.807 -0.8 0.5 0.6
S 0.516 1.301 0.502 0.1 -0.9 -0.5
C 1.805 0.286 1.257 -0.9 0.8 0.2
S 2.658 0.897 2.491 0.0 -0.4 0.1
N 1.938 -1.031 0.690 1.1 0.2 0.4
C 1.730 -2.071 1.655 -1.0 -0.1 0.2
C 2.684 -2.978 2.074 1.2 0.3 -0.7
C 2.403 -3.981 2.982 -0.1 -0.1 -0.1
C 1.119 -4.106 3.486 0.8 -0.3 0.1
C 0.166 -3.184 3.080 -1.1 -0.6 0.7
C 0.440 -2.186 2.181 0.2 0.5 -0.3
C 3.120 -1.205 -0.121 0.1 -0.1 -0.6
C 2.944 -1.838 -1.341 -1.0 -0.3 -0.1
C 3.988 -2.109 -2.201 0.1 -0.2 0.1
C 5.273 -1.716 -1.846 -0.4 -0.3 -0.5
C 5.461 -1.091 -0.627 1.0 0.1 -0.5
C 4.409 -0.832 0.225 0.1 0.4 0.9
C -5.124 4.876 -0.343 0.0 -0.4 0.6
F -3.937 5.594 -0.443 -0.4 0.1 -0.5
F -6.006 5.713 0.331 0.1 0.0 -0.3
C -5.722 4.676 -1.748 0.6 0.4 0.3
F -4.799 3.996 -2.490 -0.2 0.2 -0.1
F -6.833 3.904 -1.665 0.2 0.1 0.0
C -6.153 5.975 -2.507 -0.6 0.0 -0.1
F -7.450 6.230 -2.180 0.3 0.0 -0.1
F -5.449 7.072 -2.166 0.2 -0.5 -0.1
C -6.134 5.856 -4.062 -0.7 0.8 0.1
F -4.910 5.762 -4.574 -0.3 -0.4 0.1
F -6.924 4.840 -4.442 0.7 -0.1 -0.1
F -6.692 6.979 -4.575 0.3 -0.3 0.1
H -4.704 2.309 -8.244 -0.3 0.0 0.1
H -6.438 2.773 -8.301 0.1 -0.2 0.1
H -5.860 1.325 -9.159 0.0 0.2 0.2
H -7.731 1.418 -6.140 0.1 0.5 -0.1
H -6.584 2.835 -6.135 0.0 -0.3 -0.1
H -6.097 2.018 -3.973 0.0 -0.2 -0.1
H -5.096 0.882 -4.930 -0.1 0.4 0.1
H -6.252 -0.694 -3.657 -0.1 0.2 -0.2
H -7.258 -0.565 -5.117 0.2 -0.1 0.2
H -9.046 0.008 -3.890 0.1 0.3 0.2
H -8.225 1.438 -3.239 0.0 -0.2 0.2
H -8.119 -1.460 -2.172 0.1 0.2 0.0
H -7.258 -0.133 -1.409 -0.3 0.1 -0.1
H -9.984 0.805 -1.692 0.2 -0.1 0.1
H -10.167 -0.902 -1.324 0.1 0.2 0.1
H -10.192 0.552 0.721 0.2 -0.1 -0.1
H -8.890 -0.633 0.798 0.0 0.2 -0.1
H -8.627 2.099 1.215 0.2 0.3 -0.5
H -8.145 1.937 -0.535 0.1 0.3 0.4
H -6.656 1.231 1.981 0.0 -0.1 -0.2
H -6.809 -0.145 0.852 -0.1 0.2 0.3
H -5.967 1.514 -1.019 0.1 0.1 0.2
H -4.873 0.649 0.054 0.0 0.4 -0.1
H -5.168 3.388 2.253 0.0 0.1 -0.1
H -2.255 3.739 1.342 0.0 -0.2 -0.2
H -2.327 3.069 -0.325 0.2 0.1 0.3
H -2.883 1.244 2.031 0.5 -0.1 0.0
H -2.281 0.819 0.426 0.1 0.0 0.3
H -0.584 2.618 2.163 0.2 -0.4 0.2
H -0.658 0.904 2.660 0.5 0.0 -0.4
H 3.692 -2.907 1.662 -0.2 0.0 0.2
H 3.204 -4.664 3.260 -0.2 0.1 0.0
H 0.934 -4.927 4.174 -0.4 0.3 -0.1
H -0.846 -3.291 3.474 0.2 0.1 -0.1
H -0.327 -1.482 1.857 0.1 -0.2 0.1
H 1.935 -2.149 -1.614 0.2 0.1 0.1
H 3.743 -2.632 -3.121 0.3 0.2 0.1
H 6.094 -1.911 -2.535 0.0 0.1 0.3
H 6.486 -0.816 -0.382 -0.3 0.1 0.3
H 4.611 -0.362 1.184 -0.1 -0.1 -0.2
C 7.820 -4.219 -0.227 0.1 0.0 -0.1
C 8.620 -5.213 -0.605 0.0 0.1 0.0
C 9.101 -6.227 0.367 0.1 -0.1 0.0
O 9.832 -7.132 0.021 0.0 0.0 0.0
C 8.655 -6.091 1.774 -0.1 0.1 0.0
C 7.855 -5.098 2.151 0.0 -0.2 0.1
C 7.375 -4.085 1.181 0.0 0.0 0.1
O 6.648 -3.180 1.531 0.0 0.0 -0.1
H 7.459 -3.468 -0.919 -0.1 0.0 0.0
H 8.955 -5.329 -1.628 0.0 0.0 0.0
H 9.016 -6.840 2.467 0.0 0.0 0.0
H 7.518 -4.980 3.171 0.0 0.1 0.0
C 2.201 2.114 -4.379 0.0 -0.1 0.1
C 2.119 0.860 -3.942 0.0 0.1 0.0
C 2.388 -0.286 -4.844 -0.1 0.0 0.1
O 2.312 -1.429 -4.445 -0.1 0.0 -0.3
C 2.753 0.016 -6.249 0.1 0.0 -0.1
C 2.835 1.270 -6.686 0.0 -0.1 0.0
C 2.566 2.418 -5.784 0.0 0.1 0.0
O 2.644 3.560 -6.184 0.0 0.0 0.0
H 2.007 2.964 -3.737 0.0 0.0 0.0
H 1.855 0.618 -2.920 0.0 0.0 0.0
H 2.946 -0.835 -6.890 0.0 0.0 0.0
H 3.099 1.511 -7.708 0.0 0.0 0.0
C 7.413 -1.065 3.760 -0.1 0.1 -0.1
C 7.191 0.212 4.068 0.1 0.0 0.0
C 8.185 1.003 4.832 -0.1 0.1 -0.1
O 7.986 2.164 5.118 0.1 0.0 0.0
C 9.440 0.318 5.237 0.1 -0.1 0.0
C 9.663 -0.956 4.929 0.1 0.0 0.1
C 8.666 -1.745 4.166 -0.2 0.0 -0.1
O 8.866 -2.910 3.881 0.2 0.0 0.1
H 6.701 -1.660 3.205 0.0 0.0 0.0
H 6.283 0.726 3.780 0.0 0.0 0.0
H 10.154 0.913 5.793 0.0 0.0 0.0
H 10.571 -1.472 5.216 0.0 0.0 0.0
C 3.883 -0.909 8.421 0.0 0.0 -0.1
C 3.908 -1.068 7.100 -0.1 0.1 0.1
C 4.919 -1.935 6.449 -0.1 0.0 -0.1
O 4.945 -2.078 5.247 0.0 -0.1 0.0
C 5.901 -2.620 7.326 0.1 0.0 0.1
C 5.876 -2.462 8.646 0.1 0.0 -0.1
C 4.863 -1.594 9.298 0.0 0.0 0.1
O 4.840 -1.452 10.502 0.0 0.0 0.0
H 3.153 -0.280 8.915 0.0 0.0 0.0
H 3.200 -0.577 6.443 0.0 0.0 -0.1
H 6.631 -3.250 6.831 0.0 0.0 0.0
H 6.583 -2.953 9.303 0.0 0.0 0.0
```
Forces are in eV/Å.

E_HOMO, eV: -5.39
Charge: -1
HOMO-LUMO gap, eV: 4.9
Multiplicity: 1

---

Formula: C55H58MnN8OS4
Source: the OMol25 dataset
Level of theory: ωB97M-V/def2-TZVPD

The geometry in XYZ format:
```
127
Properties=species:S:1:pos:R:3:forces:R:3
Mn 0.355 -1.876 -0.366 -1.0 -2.4 -0.9
C 1.961 -4.235 0.955 0.2 -0.1 -0.1
C 2.765 -4.206 -0.349 -0.2 0.0 0.5
N 2.442 -2.990 -1.111 -0.3 0.8 -0.1
C 2.280 -3.185 -2.557 0.1 0.2 -0.2
C 0.856 -3.481 -2.987 0.0 -0.1 0.1
C 0.582 -3.879 -4.287 -0.1 -0.2 0.1
C -0.737 -4.081 -4.664 0.1 0.1 0.3
C -1.741 -3.877 -3.730 0.2 -0.2 0.1
C -1.386 -3.498 -2.445 0.0 0.0 0.1
C -2.445 -3.251 -1.388 0.0 0.1 0.1
N -1.878 -3.024 -0.058 0.1 0.7 0.0
C -1.802 -4.210 0.805 0.4 0.0 0.3
C -0.472 -4.228 1.569 -0.3 -0.1 0.0
N 0.567 -4.156 0.557 0.0 0.6 0.2
N -0.115 -3.299 -2.093 0.3 0.9 0.1
H 2.199 -3.363 1.571 0.0 -0.1 0.0
H 2.192 -5.147 1.524 0.1 0.1 0.0
H 2.471 -5.077 -0.941 0.1 0.0 0.0
H 3.836 -4.286 -0.138 -0.1 0.0 -0.1
H 3.174 -2.300 -0.957 -0.2 -0.2 -0.1
H 2.943 -3.972 -2.943 -0.1 0.1 0.0
H 2.564 -2.253 -3.056 0.0 -0.1 0.1
H 1.385 -4.042 -4.987 0.2 0.0 -0.1
H -0.978 -4.401 -5.664 0.0 0.0 -0.2
H -2.774 -4.044 -3.985 -0.2 0.0 0.0
H -3.158 -4.088 -1.389 0.0 0.2 0.0
H -2.990 -2.352 -1.694 -0.1 0.0 0.1
H -2.403 -2.304 0.433 0.1 -0.1 -0.2
H -1.837 -5.106 0.178 -0.1 0.0 0.0
H -2.643 -4.257 1.510 0.1 0.0 -0.2
H -0.419 -5.142 2.180 0.0 0.2 0.0
H -0.392 -3.351 2.216 0.0 -0.1 0.0
H 0.395 -4.909 -0.109 0.0 0.3 -0.1
N -0.071 -0.696 1.211 -0.2 0.7 0.2
S -0.557 0.593 1.725 -0.4 -1.4 -0.4
N -0.593 1.991 0.800 0.2 0.4 0.1
S -1.583 2.366 -0.320 0.1 0.1 -0.2
N -1.832 1.393 -1.515 -0.2 0.2 -0.1
S -0.554 0.733 -2.351 0.8 -1.4 1.0
N 0.167 -0.390 -1.738 -0.2 1.0 -0.3
C -1.373 0.255 -3.888 0.0 0.4 0.3
C -2.742 0.322 -4.059 0.0 0.1 0.2
C -3.302 -0.164 -5.230 0.0 -0.1 0.0
C -2.492 -0.711 -6.212 0.0 0.0 0.0
C -1.118 -0.773 -6.033 0.0 0.0 0.1
C -0.555 -0.296 -4.863 0.2 0.0 0.2
C 0.524 2.109 -2.793 -0.2 -0.4 -0.3
C 1.627 2.342 -1.990 0.0 -0.3 0.0
C 2.509 3.350 -2.338 0.0 -0.1 -0.1
C 2.286 4.102 -3.482 0.0 -0.1 0.0
C 1.173 3.863 -4.272 0.0 0.0 0.0
C 0.280 2.862 -3.927 0.0 0.0 0.0
C -1.074 3.936 -1.018 0.1 0.1 0.4
C 0.051 4.622 -0.602 -0.1 -0.1 0.2
C 0.384 5.805 -1.245 -0.1 0.1 0.0
C -0.404 6.283 -2.280 0.0 0.0 0.1
C -1.544 5.595 -2.673 -0.1 -0.1 0.1
C -1.882 4.413 -2.041 -0.2 0.0 0.0
C -3.219 2.769 0.305 0.0 -0.1 -0.3
C -4.357 2.310 -0.333 0.1 0.0 -0.2
C -5.600 2.639 0.179 0.1 0.1 0.0
C -5.693 3.428 1.315 0.0 0.0 0.0
C -4.546 3.907 1.931 0.1 0.0 0.0
C -3.300 3.579 1.426 0.2 0.0 0.0
C -2.292 0.389 2.194 0.2 0.1 0.1
C -2.742 0.522 3.494 0.2 0.1 0.0
C -4.067 0.242 3.783 -0.1 0.0 0.0
C -4.930 -0.178 2.785 0.0 0.0 0.0
C -4.473 -0.305 1.482 0.1 -0.1 0.0
C -3.150 -0.026 1.187 0.2 -0.2 0.0
C 0.192 1.173 3.253 -0.3 0.1 -0.3
C 0.650 0.197 4.119 -0.1 -0.2 -0.2
C 1.137 0.568 5.361 -0.1 0.0 0.0
C 1.148 1.907 5.725 0.0 0.0 0.0
C 0.684 2.874 4.845 0.0 0.0 0.0
C 0.201 2.509 3.598 -0.1 0.0 -0.1
H -3.351 0.750 -3.279 -0.1 0.1 0.0
H -4.369 -0.112 -5.378 -0.1 0.0 0.0
H -2.932 -1.092 -7.121 -0.1 0.0 -0.1
H -0.486 -1.187 -6.803 0.1 -0.1 -0.1
H 0.509 -0.342 -4.687 0.1 0.0 -0.1
H 1.767 1.737 -1.105 0.1 -0.1 0.1
H 3.373 3.544 -1.722 0.1 0.0 0.1
H 2.986 4.873 -3.765 0.1 0.1 0.0
H 1.003 4.446 -5.164 0.0 0.1 -0.1
H -0.588 2.661 -4.535 -0.1 0.0 -0.1
H 0.653 4.213 0.194 0.1 0.0 0.1
H 1.262 6.354 -0.940 0.1 0.0 0.0
H -0.131 7.194 -2.789 0.0 0.1 0.0
H -2.165 5.978 -3.469 0.0 0.0 0.0
H -2.753 3.848 -2.339 -0.1 0.0 -0.1
H -4.249 1.689 -1.206 -0.1 -0.1 -0.1
H -6.493 2.283 -0.310 -0.1 -0.1 -0.1
H -6.662 3.678 1.718 -0.1 0.0 0.0
H -4.624 4.542 2.801 0.0 0.0 0.1
H -2.396 3.941 1.892 0.1 0.1 0.1
H -2.072 0.842 4.275 0.0 0.0 0.1
H -4.422 0.356 4.794 -0.1 0.0 0.2
H -5.958 -0.406 3.015 -0.1 0.0 0.1
H -5.149 -0.609 0.699 -0.1 -0.1 -0.1
H -2.762 -0.096 0.179 -0.1 -0.2 -0.1
H 0.627 -0.833 3.797 0.1 -0.1 0.0
H 1.503 -0.185 6.042 0.0 -0.1 0.0
H 1.522 2.198 6.696 0.0 0.0 0.1
H 0.697 3.913 5.133 0.0 0.1 0.0
H -0.156 3.241 2.893 0.0 0.2 0.0
C 6.531 -2.206 5.831 0.0 0.0 0.0
C 5.612 -1.803 4.722 -0.1 0.1 -0.2
C 5.478 -2.592 3.584 0.0 0.0 0.0
C 4.682 -2.196 2.524 -0.1 0.1 -0.1
C 4.005 -0.989 2.582 -0.3 -0.1 -0.2
C 4.098 -0.206 3.718 -0.1 0.3 -0.1
C 4.896 -0.609 4.773 0.0 -0.1 0.0
S 2.933 -0.452 1.207 2.0 -0.1 -0.1
C 4.324 0.117 0.118 -0.7 -0.4 0.3
O 2.301 0.797 1.651 -0.3 1.0 0.1
H 6.898 -3.219 5.690 0.0 0.0 0.0
H 6.035 -2.146 6.798 0.0 0.0 0.1
H 7.386 -1.530 5.856 0.1 0.0 0.1
H 6.012 -3.527 3.524 0.1 -0.1 0.0
H 4.606 -2.826 1.650 0.0 -0.1 -0.2
H 3.547 0.722 3.762 0.0 0.1 0.0
H 4.970 0.016 5.650 0.0 0.1 0.1
H 4.796 0.975 0.580 0.0 0.1 0.2
H 3.902 0.402 -0.840 -0.1 0.0 -0.1
H 5.044 -0.681 -0.010 0.2 -0.2 0.0
```
Forces are in eV/Å.

E_HOMO (alpha / beta), eV: -12.24 / -11.85
Charge: +2
HOMO-LUMO gap (alpha / beta), eV: 8.0 / 7.6
Energy relative to the best compared isomer or geometry (same formula, charge and spin), kJ/mol: 0.00
Multiplicity: 2